{"formula": "C24H66B2CoF8N2O16", "method": "the ωB97M-V functional and the def2-TZVPD basis", "symbols": ["Co", "B", "F", "F", "F", "F", "B", "F", "F", "F", "F", "C", "O", "C", "C", "N", "C", "C", "O", "C", "H", "H", "H", "H", "H", "H", "H", "H", "H", "H", "H", "H", "H", "H", "H", "C", "O", "C", "C", "N", "C", "C", "O", "C", "H", "H", "H", "H", "H", "H", "H", "H", "H", "H", "H", "H", "H", "H", "H", "C", "C", "O", "O", "H", "H", "H", "H", "H", "H", "C", "C", "O", "O", "H", "H", "H", "H", "H", "H", "C", "C", "O", "O", "H", "H", "H", "H", "H", "H", "C", "C", "O", "O", "H", "H", "H", "H", "H", "H", "C", "C", "O", "O", "H", "H", "H", "H", "H", "H", "C", "C", "O", "O", "H", "H", "H", "H", "H", "H"], "positions_angstrom": [[-1.1867, -3.0047, 0.8298], [-0.5907, -3.5911, 3.3685], [-0.9339, -4.9206, 3.4843], [0.4595, -3.3942, 2.5482], [-1.5771, -2.8066, 2.7799], [-0.3330, -3.1836, 4.6711], [0.6248, -1.1206, 0.2927], [1.8239, -0.6147, 0.7980], [-0.3879, -1.2288, 1.2165], [0.2114, -0.4018, -0.8119], [0.9026, -2.4614, 0.0264], [4.0572, 6.0039, -2.1359], [3.8344, 4.7794, -1.5019], [2.5509, 4.6808, -0.9606], [2.4654, 3.4480, -0.1142], [3.4022, 3.4994, 1.0448], [3.3119, 2.2626, 1.8016], [3.7421, 2.3960, 3.2368], [5.1644, 2.7414, 3.2144], [5.7094, 3.0918, 4.5209], [3.3342, 6.2060, -2.9261], [5.0602, 5.8821, -2.5449], [4.2143, 6.7780, -1.3848], [1.7635, 4.6350, -1.7129], [2.4117, 5.5696, -0.3451], [2.7164, 2.5402, -0.6628], [1.4565, 3.2748, 0.2604], [4.3047, 3.4397, 0.5955], [3.7947, 1.3978, 1.3466], [2.3082, 1.8393, 1.7621], [3.3975, 1.4898, 3.7349], [3.1859, 3.1578, 3.7831], [5.3156, 4.0317, 4.9076], [6.7988, 3.0576, 4.5345], [5.3655, 2.2747, 5.1551], [-7.8076, 2.5384, -0.4173], [-6.4386, 2.1245, -0.2340], [-6.1349, 1.7274, 1.0513], [-4.6126, 1.6495, 1.2805], [-3.8942, 1.0528, 0.1757], [-2.4138, 1.2616, 0.1940], [-1.8378, 2.6787, 0.3386], [-2.2197, 3.3313, -0.8672], [-1.9034, 4.7011, -0.8091], [-8.6090, 2.0103, 0.0992], [-8.1814, 2.4495, -1.4374], [-7.7454, 3.5923, -0.1460], [-6.5452, 0.7282, 1.1974], [-6.5537, 2.4291, 1.7727], [-4.3140, 1.2645, 2.2556], [-4.3542, 2.7064, 1.2156], [-4.2895, 1.3065, -0.7184], [-1.9486, 0.8071, -0.6807], [-2.0667, 0.8214, 1.1288], [-0.7615, 2.6441, 0.5074], [-2.3754, 3.1849, 1.1404], [-2.3639, 5.2735, -0.0038], [-2.0473, 5.2521, -1.7385], [-0.8424, 4.8712, -0.6261], [3.7828, 0.1353, -1.4572], [4.8037, -0.7716, -0.7556], [5.5336, -1.4785, -1.8176], [4.3195, 1.1945, -2.1616], [3.2272, 0.6806, -0.6943], [3.0239, -0.4072, -2.0211], [4.3892, -1.5866, -0.1624], [5.4743, -0.2434, -0.0778], [5.9572, -0.8242, -2.3780], [3.5484, 1.4657, -2.6651], [2.9789, -1.2709, 3.8540], [2.3624, -0.7969, 5.1501], [0.9256, -0.6757, 4.8630], [2.7565, -2.6377, 3.7830], [4.0409, -1.0262, 3.8321], [2.6345, -0.8668, 2.9021], [2.8370, 0.1231, 5.4913], [2.4781, -1.4821, 5.9898], [0.6219, -1.5665, 4.6735], [2.0770, -2.7675, 3.1174], [-0.2089, -5.2128, -0.9157], [-1.1631, -4.3384, -1.8070], [-1.4589, -3.0876, -1.2766], [-0.2745, -4.9366, 0.4852], [0.7937, -4.9182, -1.2257], [-0.3726, -6.2656, -1.1457], [-2.0296, -4.9512, -2.0555], [-0.7306, -4.3168, -2.8073], [-1.7501, -2.4940, -1.9726], [0.2334, -5.6048, 0.9512], [-4.1000, -3.7226, 1.4245], [-4.1871, -2.2677, 0.8979], [-2.9173, -1.6356, 0.8837], [-2.9099, -4.3130, 0.9058], [-4.9722, -4.3482, 1.2350], [-4.0666, -3.6539, 2.5118], [-4.8223, -1.6460, 1.5288], [-4.6008, -2.3087, -0.1097], [-3.2301, -0.7796, 0.5820], [-3.0935, -5.2527, 0.9754], [-2.4532, 0.4634, -3.3864], [-3.3505, -0.8378, -3.2411], [-2.5886, -1.9598, -3.5072], [-1.9993, 0.7372, -4.6886], [-1.5419, 0.3436, -2.8006], [-2.9679, 1.3296, -2.9704], [-4.3174, -0.8914, -3.7414], [-3.6065, -0.9346, -2.1860], [-2.8097, -2.2934, -4.3799], [-1.8342, -0.1020, -5.1245], [1.0335, -2.1910, -4.3311], [2.2021, -2.8143, -3.6297], [2.6136, -4.0573, -4.2134], [1.5502, -1.6138, -5.5206], [0.5832, -1.4706, -3.6483], [0.2013, -2.8666, -4.5288], [2.0169, -2.9341, -2.5623], [3.0213, -2.0967, -3.5870], [2.0003, -4.7539, -3.9679], [1.9174, -2.3555, -6.0069]], "forces_ev_per_a": [[-0.5, -0.3, -1.5], [-0.1, -1.0, 2.9], [-0.5, -0.7, -0.8], [2.3, -0.2, -1.2], [-1.8, 0.4, 0.6], [0.1, 0.8, 0.2], [2.4, 0.4, -0.8], [-0.4, 0.6, 0.3], [-1.0, 1.4, 1.4], [-0.2, 0.0, -0.2], [0.0, -1.3, -1.1], [1.5, -0.5, 0.2], [-0.1, -0.7, -0.4], [-0.1, 0.0, 0.6], [0.6, -0.7, 1.1], [-0.4, -0.2, -0.9], [-0.7, -0.5, 0.3], [0.6, 0.7, -0.3], [-0.3, -0.1, 1.0], [-1.3, -1.5, -0.8], [-0.1, 0.3, 0.1], [-0.1, 0.1, -0.6], [-0.8, 0.5, 0.0], [0.0, 0.1, -0.4], [-0.4, 0.1, 0.3], [-0.2, 0.1, -0.6], [-0.1, 0.3, 0.1], [0.4, 0.6, 0.1], [0.9, 0.1, -0.2], [-0.6, 0.5, 0.4], [1.1, -0.6, 0.3], [0.0, 0.6, -0.3], [0.0, 0.2, -0.2], [-0.1, 0.2, -0.5], [0.1, 0.1, 0.6], [0.6, 0.7, 0.0], [-0.8, -0.1, -1.7], [0.5, -1.5, 1.0], [-0.4, 2.1, -1.4], [1.2, -1.3, -0.2], [0.0, 0.6, 1.1], [-2.1, -0.5, -1.1], [0.4, 1.0, -0.1], [1.0, 0.7, -0.1], [0.5, -0.3, 0.9], [1.0, 0.0, -0.4], [-0.9, 0.1, 0.1], [-0.4, -0.2, 0.4], [-0.1, 0.0, 0.3], [-0.2, -0.2, -0.1], [0.2, 0.5, 0.8], [-0.1, 0.2, 0.1], [-0.2, -0.3, 0.2], [0.2, -0.8, -0.2], [0.1, 0.1, -0.1], [0.4, 0.2, 0.5], [-0.7, -0.3, 0.2], [-0.6, -0.6, -0.2], [0.5, -0.4, 0.1], [-1.2, -0.4, 3.2], [0.3, -0.5, -2.1], [0.0, 0.2, 1.0], [1.2, 0.4, -1.8], [-0.5, -0.9, 0.7], [0.3, -0.5, -0.2], [-0.6, 0.3, -0.2], [0.2, 0.4, -0.2], [0.0, 0.2, 0.0], [0.4, 0.7, -0.4], [1.1, 0.2, 0.3], [-1.7, 0.4, -1.1], [1.2, 1.1, 0.9], [0.3, -1.4, -0.3], [0.5, -0.4, 0.3], [-0.6, 0.9, 0.5], [-0.7, 0.6, -0.2], [0.3, -0.5, -0.3], [-0.2, -0.4, 0.1], [0.0, -0.4, 0.0], [0.6, 1.5, -1.1], [0.1, -2.4, -0.1], [0.5, -0.3, 1.2], [-0.9, -0.2, -0.6], [0.3, -0.3, 0.0], [-0.2, 0.0, 0.1], [-0.8, 0.3, 0.7], [0.6, 0.6, 0.0], [-0.4, 0.4, -0.7], [0.0, 0.2, 0.4], [0.1, 1.7, 0.9], [-0.7, -1.5, -0.1], [-0.5, -1.0, 0.1], [-1.0, 0.0, 0.1], [-0.1, 0.3, -0.7], [0.5, -0.2, 0.2], [-0.4, -0.3, 0.1], [0.0, 0.2, -0.2], [0.6, 1.3, -0.5], [0.8, -0.5, -0.2], [-0.6, -1.1, 0.2], [0.4, 1.9, 1.2], [1.0, -0.9, -0.2], [-0.6, 0.4, -0.5], [-0.1, -0.4, 0.6], [-0.2, 0.2, -0.3], [0.2, 0.5, -0.5], [-0.1, 0.4, 0.4], [0.0, -0.7, -0.6], [0.2, -0.2, -0.1], [0.4, 0.1, 0.3], [-0.3, -0.7, 1.3], [0.5, 0.6, -0.3], [-0.8, 0.4, -0.2], [0.2, 0.7, -0.3], [0.1, -0.5, -0.2], [-0.5, -0.4, 0.3], [0.3, -0.3, -0.7], [-0.2, 0.1, 0.1], [0.1, -0.1, -0.2]], "lowdin_charge": [0.87, -1.36, 0.16, 0.18, 0.14, 0.15, -1.33, 0.14, 0.15, 0.16, 0.14, -0.12, -0.18, -0.25, -0.19, -0.01, -0.23, -0.19, -0.19, -0.09, 0.09, 0.09, 0.09, 0.12, 0.12, 0.09, 0.10, 0.10, 0.11, 0.11, 0.09, 0.12, 0.08, 0.08, 0.07, -0.08, -0.19, -0.25, -0.18, -0.05, -0.17, -0.19, -0.17, -0.12, 0.08, 0.08, 0.09, 0.12, 0.12, 0.14, 0.10, 0.11, 0.10, 0.12, 0.12, 0.11, 0.08, 0.09, 0.07, -0.28, -0.17, -0.09, -0.05, 0.07, 0.11, 0.12, 0.11, 0.07, 0.09, -0.28, -0.19, -0.08, -0.05, 0.11, 0.11, 0.09, 0.12, 0.03, 0.05, -0.18, -0.26, -0.08, -0.10, 0.11, 0.11, 0.07, 0.10, 0.07, 0.12, -0.19, -0.19, -0.10, -0.14, 0.12, 0.12, 0.12, 0.11, 0.04, 0.11, -0.24, -0.25, -0.25, -0.07, 0.09, 0.10, 0.11, 0.09, 0.04, 0.07, -0.27, -0.25, -0.07, -0.07, 0.11, 0.10, 0.11, 0.11, 0.07, 0.08], "s_squared": 6.00, "multiplicity": 5, "orbital_gap_ev": [2.36, 9.02], "total_charge": -1, "max_force_ev_per_a": 3.38}

{"formula": "C24H66N11NbO8PS", "method": "the ωB97M-V functional and the def2-TZVPD basis", "symbols": ["C", "C", "C", "C", "C", "C", "C", "C", "Nb", "S", "C", "N", "C", "O", "C", "C", "O", "C", "C", "C", "C", "C", "C", "P", "C", "O", "H", "H", "H", "H", "H", "H", "H", "H", "H", "H", "H", "H", "H", "H", "H", "H", "H", "H", "H", "H", "H", "H", "H", "H", "H", "H", "H", "H", "H", "H", "H", "H", "H", "H", "H", "H", "H", "H", "H", "H", "H", "H", "H", "H", "H", "H", "C", "O", "N", "N", "H", "H", "H", "H", "C", "O", "N", "N", "H", "H", "H", "H", "C", "O", "N", "N", "H", "H", "H", "H", "C", "O", "N", "N", "H", "H", "H", "H", "C", "O", "N", "N", "H", "H", "H", "H"], "positions_angstrom": [[3.7532, 3.7385, 0.1130], [5.1918, 3.2481, 0.3599], [5.2407, 1.8865, 1.0509], [4.9509, 0.7274, 0.0795], [3.7452, -0.1284, 0.4672], [3.2995, -1.0899, -0.6326], [1.7802, -1.2800, -0.6767], [1.0507, -0.0055, -1.1293], [-0.6014, -0.3631, -2.6475], [-2.5757, -0.5427, -4.2223], [-0.2904, 1.7498, -3.4767], [-1.5737, 2.5293, -3.5993], [-1.7127, 3.1443, -4.9153], [-0.8738, -2.3190, -2.1807], [-1.8663, -2.8320, -1.3412], [-1.4820, -2.7667, 0.1218], [-2.6727, -2.9148, 0.8785], [-2.4622, -2.8195, 2.2639], [-2.3684, -1.3899, 2.7714], [1.0229, -0.9667, -4.1285], [0.4438, -1.6223, -5.3796], [2.0992, 0.0567, -4.4901], [3.4883, -0.5539, -4.7508], [-2.0430, 0.7650, -0.8472], [-1.3770, 2.4010, -0.2753], [-3.5786, 1.1896, -1.4190], [3.5602, 3.9443, -0.9351], [3.5421, 4.6305, 0.6969], [3.0277, 2.9880, 0.4221], [5.6951, 3.1400, -0.5979], [5.7382, 3.9733, 0.9569], [4.4761, 1.8581, 1.8283], [6.2065, 1.7494, 1.5288], [4.7710, 1.1184, -0.9232], [5.8209, 0.0760, 0.0048], [2.9208, 0.5186, 0.7624], [4.0292, -0.7082, 1.3478], [3.7689, -2.0644, -0.4934], [3.6134, -0.6972, -1.6010], [1.5661, -2.1360, -1.3148], [1.4436, -1.5688, 0.3215], [0.6933, 0.5376, -0.2508], [1.7755, 0.6623, -1.6023], [-3.3799, 0.4652, -3.8796], [0.3744, 2.3249, -2.8213], [0.1700, 1.7397, -4.4642], [-1.5064, 3.2981, -2.9467], [-0.9191, 3.8738, -5.1254], [-2.6704, 3.6614, -4.9825], [-1.6908, 2.3691, -5.6751], [-1.9792, -3.8954, -1.5754], [-2.8500, -2.3783, -1.4874], [-1.0029, -1.8093, 0.3360], [-0.7795, -3.5667, 0.3683], [-1.5462, -3.3499, 2.5445], [-3.2852, -3.3335, 2.7578], [-1.3747, -0.9811, 2.6028], [-3.0771, -0.7431, 2.2628], [-2.5449, -1.3463, 3.8424], [1.5114, -1.7649, -3.5557], [1.2476, -2.0958, -5.9566], [-0.2476, -2.4203, -5.1146], [-0.0537, -0.9022, -6.0224], [2.1862, 0.8525, -3.7554], [1.7891, 0.5456, -5.4165], [3.6633, -1.4230, -4.1211], [4.2681, 0.1753, -4.5297], [3.6082, -0.8324, -5.7949], [-0.3377, 2.4674, -0.5781], [-1.4530, 2.4822, 0.8058], [-1.9490, 3.2153, -0.7163], [-3.7975, 2.0559, -1.0780], [-4.8612, -6.1390, -1.3490], [-4.7134, -7.0378, -0.5353], [-4.4254, -4.8670, -1.1455], [-5.4875, -6.3521, -2.5546], [-4.5448, -4.1310, -1.8156], [-3.9541, -4.6568, -0.2810], [-5.8174, -7.2776, -2.7443], [-5.6100, -5.6333, -3.2416], [-2.2352, 0.3501, 6.8733], [-1.9137, 0.3527, 5.6976], [-1.4723, 0.9022, 7.8589], [-3.3948, -0.2452, 7.3047], [-1.7115, 0.8391, 8.8290], [-0.5965, 1.3089, 7.5937], [-3.9866, -0.6574, 6.6093], [-3.6554, -0.2968, 8.2704], [9.0345, 4.1748, 0.4232], [8.5473, 3.1357, 0.8188], [8.5769, 5.4024, 0.8285], [10.0776, 4.2065, -0.4683], [8.9591, 6.2687, 0.5036], [7.8046, 5.4142, 1.4669], [10.4279, 3.3261, -0.7932], [10.4840, 5.0545, -0.8118], [-1.4783, -2.9311, 8.8970], [-1.2543, -1.8177, 9.3395], [-1.6007, -4.0329, 9.7048], [-1.6221, -3.1614, 7.5588], [-1.7799, -4.9536, 9.3542], [-1.4943, -3.8941, 10.6907], [-1.5392, -2.3716, 6.9433], [-1.8008, -4.0671, 7.1701], [-7.8137, 2.0005, -1.7767], [-8.9646, 1.6600, -1.5536], [-7.5201, 3.1615, -2.4515], [-6.7288, 1.2760, -1.3889], [-6.5841, 3.4486, -2.6645], [-8.2903, 3.7209, -2.7604], [-6.8903, 0.4139, -0.9050], [-5.7813, 1.5583, -1.5645]], "forces_ev_per_a": [[0.1, -0.2, 0.1], [-0.3, -0.2, 0.0], [-0.1, -0.2, -0.2], [-0.2, 0.0, 0.1], [0.4, -0.1, 0.0], [-0.3, 0.0, 0.1], [0.2, 0.0, 0.0], [-0.7, 0.1, 0.3], [0.2, -2.1, -0.9], [-0.1, -0.2, 0.5], [-0.7, 0.0, 0.0], [0.3, 0.2, -0.2], [0.0, 0.0, 0.4], [0.1, 1.4, 0.0], [0.3, -1.1, -0.3], [-0.1, 0.5, 0.0], [-0.1, -0.4, -0.2], [0.1, 0.2, 0.4], [0.2, 0.0, -0.1], [0.0, 1.1, 0.5], [0.2, -0.3, 0.2], [0.2, -0.3, -0.4], [-0.1, 0.4, 0.1], [0.5, 0.0, -0.2], [-0.3, -0.4, 0.2], [-0.2, 0.0, 0.1], [0.0, 0.2, -0.1], [-0.1, 0.2, 0.0], [-0.1, -0.1, 0.0], [0.3, 0.2, 0.0], [0.1, 0.1, 0.0], [0.0, 0.1, 0.3], [0.1, 0.0, 0.1], [0.0, 0.1, -0.1], [0.2, 0.0, -0.1], [-0.1, 0.1, 0.0], [-0.2, 0.0, 0.2], [0.2, -0.1, -0.1], [0.1, -0.1, -0.2], [-0.1, 0.0, -0.1], [-0.1, -0.1, 0.1], [0.1, 0.1, 0.1], [-0.1, 0.1, -0.3], [0.1, 0.3, 0.0], [0.3, -0.1, 0.0], [0.2, 0.0, -0.1], [-0.1, 0.0, 0.2], [0.1, 0.0, -0.2], [-0.1, 0.0, -0.1], [0.0, -0.1, -0.1], [-0.2, -0.1, -0.1], [0.0, 0.4, 0.0], [0.0, 0.1, 0.0], [0.1, -0.1, 0.1], [0.1, -0.2, 0.0], [-0.2, -0.1, -0.1], [0.1, 0.1, -0.1], [-0.2, 0.0, 0.0], [0.0, 0.0, 0.1], [-0.1, -0.1, 0.3], [0.1, 0.0, -0.1], [-0.2, 0.0, -0.1], [-0.2, 0.1, 0.0], [0.0, 0.0, 0.2], [-0.1, 0.2, 0.0], [0.0, -0.1, 0.1], [0.1, 0.0, 0.0], [0.0, -0.3, -0.1], [0.1, 0.2, 0.0], [0.1, 0.1, 0.1], [0.0, 0.1, -0.2], [0.0, 0.4, 0.1], [0.0, 0.1, -0.1], [0.0, 0.0, 0.0], [-0.1, -0.2, 0.2], [0.0, 0.0, 0.0], [0.1, 0.0, 0.0], [0.0, 0.1, 0.0], [0.0, 0.0, 0.0], [0.0, 0.0, 0.0], [0.0, -0.2, 0.2], [0.1, 0.0, 0.0], [-0.2, 0.3, -0.2], [0.0, 0.1, 0.0], [0.1, -0.2, 0.0], [0.0, 0.0, 0.0], [0.0, 0.0, 0.0], [0.1, -0.1, 0.0], [-0.1, 0.1, -0.1], [0.1, -0.1, 0.1], [0.1, 0.0, 0.0], [0.0, 0.0, 0.1], [0.0, 0.0, 0.0], [0.0, 0.0, 0.0], [0.0, 0.0, 0.0], [0.0, 0.0, 0.0], [0.0, -0.1, -0.3], [-0.1, 0.1, 0.3], [0.0, 0.1, -0.1], [0.0, 0.0, 0.1], [0.0, 0.0, 0.0], [0.0, 0.0, 0.0], [0.0, 0.0, 0.0], [0.0, 0.0, 0.0], [0.1, 0.0, 0.0], [0.0, 0.0, 0.0], [0.0, 0.0, 0.1], [-0.1, 0.2, 0.0], [0.0, 0.0, 0.0], [0.0, 0.0, 0.0], [0.0, 0.0, 0.0], [0.1, -0.3, -0.1]], "lowdin_charge": [-0.09, -0.27, -0.22, -0.21, -0.22, -0.22, -0.30, -0.33, 1.40, 0.23, -0.40, -0.24, -0.18, -0.44, -0.35, -0.23, -0.17, -0.29, -0.08, -0.46, -0.18, -0.32, -0.12, 0.74, -0.34, -0.47, 0.06, 0.06, 0.06, 0.10, 0.08, 0.10, 0.09, 0.10, 0.11, 0.09, 0.11, 0.11, 0.09, 0.07, 0.10, 0.01, 0.04, -0.29, 0.03, 0.02, 0.06, 0.07, 0.06, 0.06, 0.10, 0.09, 0.07, 0.13, 0.11, 0.11, 0.07, 0.07, 0.04, 0.07, 0.06, 0.05, 0.05, 0.06, 0.09, 0.06, 0.06, 0.06, 0.00, 0.01, 0.02, 0.00, -0.68, 0.01, 0.17, 0.14, 0.10, 0.09, 0.09, 0.09, -0.70, 0.02, 0.16, 0.15, 0.09, 0.10, 0.10, 0.09, -0.68, 0.04, 0.15, 0.14, 0.09, 0.09, 0.10, 0.09, -0.68, 0.01, 0.14, 0.16, 0.09, 0.10, 0.09, 0.09, -0.69, 0.01, 0.14, 0.17, 0.09, 0.09, 0.11, 0.06], "multiplicity": 1, "orbital_gap_ev": 5.77, "total_charge": -1, "max_force_ev_per_a": 2.34}